No. 1
{
  "formula": "C5H13FNaO2S",
  "method": "ωB97M-V/def2-TZVPD",
  "symbols": ["S", "Na", "F", "O", "O", "C", "C", "C", "C", "C", "H", "H", "H", "H", "H", "H", "H", "H", "H", "H", "H", "H", "H"],
  "coordinates": [[2.6343, 2.2202, 1.2013], [-0.4922, -0.4159, 1.3221], [-0.3958, 0.8862, 0.1302], [3.6318, 3.1013, 0.4353], [-1.9780, -1.3948, 1.0476], [-2.6431, -2.8028, -0.9352], [2.1694, 0.9365, -0.0439], [0.9840, 3.1162, 1.2530], [-0.4911, -1.1289, -0.8564], [-1.5284, -2.0457, -0.1461], [2.0421, 1.4629, -0.9899], [0.0622, 2.6319, 0.9308], [0.0059, -1.4540, -1.7704], [1.1505, 3.7111, 0.3550], [0.8669, 3.6210, 2.2119], [0.3609, -1.0766, -0.1785], [-3.4384, -2.0830, -1.1286], [-0.8738, -0.1134, -0.9581], [-2.3808, -3.3592, -1.8350], [1.3642, 0.3037, 0.3293], [-0.9130, -2.9227, 0.0547], [-3.1711, -3.4777, -0.2615], [3.0337, 0.2839, -0.1676]],
  "forces_ev_per_a": [[-0.2, -0.2, -1.4], [2.2, 0.2, 4.4], [-0.1, 6.0, -0.5], [-1.3, -0.6, 1.0], [-3.0, -3.7, -2.3], [-0.9, 1.6, 0.5], [1.4, 0.0, 0.9], [0.9, 0.1, -1.0], [-0.8, -1.5, -1.5], [0.1, -0.7, 0.8], [-0.7, -0.1, 0.2], [0.3, -1.3, 0.5], [-0.4, -0.7, -0.4], [0.2, 1.0, 0.4], [0.3, 0.3, -0.3], [0.2, -0.4, -0.6], [-0.1, 0.2, -0.7], [0.0, -0.8, -0.7], [0.4, 0.2, -0.1], [0.2, 0.9, -0.6], [0.6, -0.6, 0.9], [0.4, -0.3, 0.3], [0.5, 0.2, 0.2]],
  "max_force_ev_per_a": 6.1,
  "charge": -1,
  "e_homo_ev": -3.625,
  "energy_ha": -1009.044842,
  "molar_mass_g_mol": 179.2,
  "gap_ev": 6.0,
  "e_lumo_ha": 0.0864
}



No. 2
{
  "formula": "C6H21NO5",
  "method": "ωB97M-V/def2-TZVPD",
  "symbols": ["O", "O", "O", "O", "O", "N", "C", "C", "C", "C", "C", "C", "H", "H", "H", "H", "H", "H", "H", "H", "H", "H", "H", "H", "H", "H", "H", "H", "H", "H", "H", "H", "H"],
  "coordinates": [[1.1253, -2.2101, -2.7763], [-2.2361, -1.4520, -0.6809], [-1.4485, 2.0841, -1.1747], [-2.4889, -0.7510, 2.8732], [-1.9025, 2.0053, 1.3376], [1.6066, 1.1244, -0.5430], [1.2290, -1.1393, 0.4921], [0.9922, 0.3816, 0.5506], [0.7491, -1.7738, 1.8421], [2.7705, -1.3541, 0.4467], [-0.3981, 1.8321, -1.6941], [0.9463, 2.3095, -1.0549], [3.2308, -0.7787, -0.3479], [-1.5281, -1.5696, -1.3124], [-2.6636, -2.3139, -0.5904], [-1.6508, 1.1211, 1.0558], [-2.0264, 0.0515, 3.0939], [0.9010, -1.7180, -1.9776], [0.7368, 3.1476, -0.3717], [1.5558, -1.5260, -3.2993], [-2.7307, 2.0133, 0.8335], [2.6084, 1.1939, -0.4897], [-0.3055, 1.2225, -2.6233], [0.6800, -1.6302, -0.3007], [0.7598, -2.8543, 1.6846], [-0.3048, -1.6394, 2.0436], [1.4223, -1.3555, 2.5765], [-2.8124, -0.7356, 1.9606], [1.4838, 2.7675, -1.9362], [2.9739, -2.4088, 0.2531], [-0.0290, 0.7428, 0.6292], [3.2024, -1.1695, 1.4606], [1.3359, 0.7807, 1.5106]],
  "forces_ev_per_a": [[-0.1, 0.3, 0.0], [-0.4, 0.0, 0.5], [-0.2, -0.1, -1.0], [-0.4, -1.1, 0.0], [-0.9, -0.6, 0.3], [0.0, -0.1, -0.9], [0.5, 0.8, 2.0], [0.0, 0.8, 0.2], [-0.2, -0.2, -2.0], [-0.8, -0.8, 0.3], [0.9, 0.6, 0.9], [-0.6, 0.1, -1.6], [0.3, 0.1, 0.1], [0.1, -0.1, -0.3], [0.2, 0.2, -0.1], [0.5, -0.1, 0.2], [0.0, 0.6, -0.4], [0.1, -0.1, 0.0], [0.0, -0.4, 0.2], [0.1, -0.1, -0.2], [0.0, 0.8, 0.2], [0.0, 0.2, 0.1], [0.0, 0.0, 0.2], [0.0, 0.1, -0.3], [0.8, -0.1, 0.6], [-0.2, 0.8, 0.3], [-0.2, -0.5, 0.7], [0.3, 0.4, 0.4], [0.0, -0.7, 0.9], [0.1, 0.0, -0.1], [-0.3, -0.7, -0.5], [-0.2, 0.3, -0.9], [0.6, -0.3, 0.3]],
  "smiles": "CC(C)CNCC=O.O.O.O.O",
  "max_force_ev_per_a": 2.2,
  "e_homo_ev": -9.141,
  "energy_ha": -672.099400,
  "relative_energy_kcal_mol": 75.86,
  "molar_mass_g_mol": 187.2,
  "gap_ev": 9.6,
  "e_lumo_ha": 0.0160
}



What did the first record say?
{
  "formula": "C5H13FNaO2S",
  "method": "ωB97M-V/def2-TZVPD",
  "symbols": ["S", "Na", "F", "O", "O", "C", "C", "C", "C", "C", "H", "H", "H", "H", "H", "H", "H", "H", "H", "H", "H", "H", "H"],
  "coordinates": [[2.6343, 2.2202, 1.2013], [-0.4922, -0.4159, 1.3221], [-0.3958, 0.8862, 0.1302], [3.6318, 3.1013, 0.4353], [-1.9780, -1.3948, 1.0476], [-2.6431, -2.8028, -0.9352], [2.1694, 0.9365, -0.0439], [0.9840, 3.1162, 1.2530], [-0.4911, -1.1289, -0.8564], [-1.5284, -2.0457, -0.1461], [2.0421, 1.4629, -0.9899], [0.0622, 2.6319, 0.9308], [0.0059, -1.4540, -1.7704], [1.1505, 3.7111, 0.3550], [0.8669, 3.6210, 2.2119], [0.3609, -1.0766, -0.1785], [-3.4384, -2.0830, -1.1286], [-0.8738, -0.1134, -0.9581], [-2.3808, -3.3592, -1.8350], [1.3642, 0.3037, 0.3293], [-0.9130, -2.9227, 0.0547], [-3.1711, -3.4777, -0.2615], [3.0337, 0.2839, -0.1676]],
  "forces_ev_per_a": [[-0.2, -0.2, -1.4], [2.2, 0.2, 4.4], [-0.1, 6.0, -0.5], [-1.3, -0.6, 1.0], [-3.0, -3.7, -2.3], [-0.9, 1.6, 0.5], [1.4, 0.0, 0.9], [0.9, 0.1, -1.0], [-0.8, -1.5, -1.5], [0.1, -0.7, 0.8], [-0.7, -0.1, 0.2], [0.3, -1.3, 0.5], [-0.4, -0.7, -0.4], [0.2, 1.0, 0.4], [0.3, 0.3, -0.3], [0.2, -0.4, -0.6], [-0.1, 0.2, -0.7], [0.0, -0.8, -0.7], [0.4, 0.2, -0.1], [0.2, 0.9, -0.6], [0.6, -0.6, 0.9], [0.4, -0.3, 0.3], [0.5, 0.2, 0.2]],
  "max_force_ev_per_a": 6.1,
  "charge": -1,
  "e_homo_ev": -3.625,
  "energy_ha": -1009.044842,
  "molar_mass_g_mol": 179.2,
  "gap_ev": 6.0,
  "e_lumo_ha": 0.0864
}